{
  "formula": "C25H28Br54O4S",
  "method": "ωB97M-V/def2-TZVPD",
  "elements": ["C", "C", "C", "C", "C", "C", "O", "C", "S", "O", "O", "O", "H", "H", "H", "H", "H", "H", "H", "H", "H", "H", "C", "Br", "Br", "Br", "H", "C", "Br", "Br", "Br", "H", "C", "Br", "Br", "Br", "H", "C", "Br", "Br", "Br", "H", "C", "Br", "Br", "Br", "H", "C", "Br", "Br", "Br", "H", "C", "Br", "Br", "Br", "H", "C", "Br", "Br", "Br", "H", "C", "Br", "Br", "Br", "H", "C", "Br", "Br", "Br", "H", "C", "Br", "Br", "Br", "H", "C", "Br", "Br", "Br", "H", "C", "Br", "Br", "Br", "H", "C", "Br", "Br", "Br", "H", "C", "Br", "Br", "Br", "H", "C", "Br", "Br", "Br", "H", "C", "Br", "Br", "Br", "H", "C", "Br", "Br", "Br", "H"],
  "coordinates": [[-3.325579, -1.724207, 0.579886], [-2.694861, -1.326496, -0.361197], [-2.141657, -0.966882, -1.706402], [-3.186989, -0.302094, -2.676953], [-4.635213, -0.820171, -2.519450], [-5.641907, 0.174122, -1.876395], [-6.796427, -0.509930, -1.387155], [-5.072502, 1.013258, -0.704831], [-3.549381, 1.791715, -1.293126], [-3.924457, 3.143960, -1.585229], [-2.486791, 1.740276, -0.270520], [-3.098381, 1.140721, -2.677380], [-3.950667, -1.917032, 1.430544], [-1.268370, -0.283580, -1.599127], [-1.824739, -1.903931, -2.183115], [-2.854340, -0.603473, -3.678501], [-4.690526, -1.781498, -2.012113], [-5.015456, -1.008777, -3.534201], [-5.988036, 0.872179, -2.650954], [-6.487887, -1.243056, -0.833818], [-5.787460, 1.812762, -0.470202], [-4.920277, 0.452675, 0.223315], [1.255371, -0.267415, -4.511897], [0.536366, 0.516623, -2.907653], [0.378765, -1.933044, -4.957858], [1.224395, 0.975874, -5.983303], [2.293874, -0.502329, -4.314619], [-7.524098, -2.768199, -5.693599], [-6.479809, -4.367721, -5.421278], [-7.721222, -1.764564, -4.061048], [-6.803768, -1.679941, -7.113792], [-8.512572, -3.081589, -6.001089], [2.024282, -2.947584, -0.575141], [2.663195, -3.356706, 1.193887], [0.177859, -2.376121, -0.556196], [3.159626, -1.664551, -1.472312], [2.067685, -3.863784, -1.149754], [-0.038553, 4.820305, -0.799495], [-1.538161, 3.584248, -0.584448], [0.279671, 5.916091, 0.764783], [1.540321, 3.851747, -1.336291], [-0.285269, 5.498345, -1.607313], [-5.101978, -3.715485, -10.199220], [-3.684052, -2.429040, -9.968122], [-5.755297, -3.740091, -12.012736], [-4.574567, -5.472127, -9.603870], [-5.922682, -3.399759, -9.568664], [4.162361, 4.658643, 2.511513], [3.463663, 5.440180, 4.129030], [3.235023, 3.031142, 2.045743], [4.178887, 5.927026, 1.057555], [5.192213, 4.390963, 2.705860], [5.036171, 8.918940, 4.211601], [6.002879, 8.204839, 5.720056], [4.258627, 10.636924, 4.595771], [6.124969, 8.979215, 2.623428], [4.217875, 8.240171, 4.008962], [2.415566, 1.655550, 5.169107], [0.979590, 0.416679, 5.518217], [2.770930, 2.789677, 6.689668], [4.000986, 0.745096, 4.560713], [2.085928, 2.297691, 4.363013], [-6.302641, -4.650780, -0.662193], [-6.198535, -6.575604, -0.608240], [-7.389365, -3.943836, 0.766379], [-4.551828, -3.828056, -0.671500], [-6.787660, -4.384973, -1.593847], [1.996477, 12.226157, 1.287311], [1.978401, 10.296252, 1.283613], [0.841293, 12.951217, 2.651235], [3.789019, 12.924065, 1.427565], [1.603670, 12.547965, 0.332797], [1.692652, 0.721266, 9.928580], [0.269688, -0.535479, 10.264479], [2.026673, 1.855185, 11.451142], [3.296109, -0.165643, 9.334275], [1.368706, 1.361780, 9.117940], [-2.288212, -7.676087, 1.301342], [-2.524529, -8.907081, -0.164862], [-1.749832, -5.928556, 0.676994], [-3.855134, -7.608618, 2.429849], [-1.479274, -8.056893, 1.910103], [3.278010, 7.022553, -2.974175], [1.378560, 7.226186, -3.220882], [4.073944, 5.980139, -4.387384], [4.157531, 8.724688, -2.753210], [3.417774, 6.468808, -2.053941], [6.537528, -3.585942, 0.016150], [5.885875, -5.339440, -0.453099], [6.268007, -3.196572, 1.884552], [8.380769, -3.346045, -0.497993], [5.950579, -2.869128, -0.545475], [3.509894, -3.933001, 8.591001], [4.935904, -4.831825, 7.652602], [2.090219, -3.410398, 7.398654], [2.850059, -4.983861, 10.066761], [3.925292, -3.025780, 9.008547], [6.614569, 0.557604, -2.242589], [7.247033, 0.146766, -0.468971], [4.772758, 1.128747, -2.227547], [7.751452, 1.834225, -3.132164], [6.657773, -0.359598, -2.815052], [-1.931060, -4.618078, 5.014376], [-0.993498, -3.008040, 5.497712], [-2.983995, -4.407730, 3.414894], [-0.729011, -6.120565, 4.869154], [-2.617712, -4.836430, 5.820714], [2.231405, -5.914461, -4.430514], [2.231654, -7.840700, -4.470027], [1.104594, -5.229607, -3.022287], [4.016439, -5.194964, -4.317977], [1.808828, -5.576297, -5.367080]],
  "forces_ev_per_angstrom": [[0.11, 0.81, 0.62], [0.02, 0.27, -1.13], [-0.67, 0.55, 0.69], [0.58, -1.66, 0.09], [-0.47, 0.80, -0.71], [0.15, -0.37, 0.58], [0.22, 0.04, -0.30], [-0.03, -0.68, -0.82], [-0.43, 2.11, 1.88], [-0.78, -0.68, -0.97], [-3.20, -4.11, -1.04], [-0.76, -0.31, 1.18], [0.46, -0.08, -0.13], [-0.95, -0.80, -0.05], [0.04, 0.36, -0.02], [0.04, 0.50, 0.24], [0.30, 0.31, 0.09], [0.08, 0.03, 0.32], [-0.03, -0.20, 0.25], [-0.10, 0.10, -0.04], [0.55, 0.09, -0.26], [0.40, -0.15, -0.47], [0.08, 0.03, 0.00], [0.44, 0.37, -0.54], [0.00, 0.14, 0.08], [-0.03, -0.10, 0.10], [-0.05, -0.03, 0.02], [-0.10, -0.02, 0.01], [-0.02, 0.12, 0.00], [0.00, -0.13, -0.08], [0.03, -0.05, 0.07], [0.05, 0.00, -0.01], [0.00, -0.16, 0.09], [-0.13, 0.11, -0.16], [0.77, -0.44, 0.32], [-0.11, -0.24, 0.25], [0.06, 0.14, 0.11], [-0.69, 0.39, -0.11], [4.50, 3.75, 0.30], [0.02, -0.09, -0.08], [0.09, 0.10, 0.00], [0.26, 0.05, 0.05], [-0.02, 0.01, 0.01], [-0.09, -0.09, -0.01], [0.07, -0.01, 0.12], [-0.02, 0.12, -0.04], [0.04, -0.01, -0.01], [0.02, -0.03, -0.15], [-0.02, -0.04, -0.14], [0.03, 0.38, -0.27], [0.01, -0.07, 0.11], [-0.04, 0.01, 0.02], [-0.07, 0.01, -0.06], [-0.05, 0.07, -0.11], [0.07, -0.06, 0.07], [0.00, 0.03, 0.11], [0.05, 0.00, -0.01], [0.01, -0.07, 0.04], [0.06, 0.05, 0.07], [-0.04, -0.17, 0.01], [-0.07, -0.10, 0.31], [0.04, 0.01, 0.04], [0.06, -0.28, -0.31], [-0.01, 0.16, 0.02], [0.13, 0.01, -0.07], [-0.82, -0.88, 0.08], [0.00, 0.01, 0.05], [0.04, -0.06, 0.01], [0.00, 0.11, -0.02], [0.10, -0.07, -0.06], [-0.12, -0.05, -0.02], [0.01, -0.01, 0.04], [-0.09, -0.01, -0.03], [0.12, 0.06, -0.02], [-0.01, -0.10, -0.10], [-0.01, 0.07, 0.04], [0.04, -0.04, 0.00], [0.00, 0.04, 0.01], [-0.02, 0.10, 0.08], [0.14, -0.36, -0.25], [0.09, -0.25, -0.23], [-0.03, 0.03, -0.02], [0.02, -0.08, 0.08], [0.11, 0.10, -0.07], [-0.07, 0.08, 0.10], [-0.07, -0.11, -0.01], [-0.04, -0.02, -0.05], [-0.06, 0.04, 0.00], [0.03, 0.12, 0.02], [0.18, -0.03, -0.08], [-0.08, -0.18, 0.03], [0.01, -0.01, 0.05], [-0.02, 0.04, -0.02], [-0.10, 0.04, 0.05], [0.07, -0.12, 0.05], [0.04, 0.06, -0.11], [-0.03, -0.04, 0.01], [0.09, -0.02, -0.02], [-0.15, 0.15, -0.09], [0.11, 0.20, -0.07], [-0.10, -0.07, 0.09], [0.00, 0.03, 0.02], [-0.08, -0.04, 0.03], [-0.04, 0.00, -0.10], [0.03, 0.49, 0.47], [-0.04, 0.09, -0.03], [0.04, -0.01, -0.02], [0.07, -0.01, -0.05], [0.01, 0.15, 0.04], [-0.11, -0.21, -0.18], [-0.12, -0.05, 0.05], [0.00, 0.01, 0.05]],
  "mulliken_charge": [-0.07, -0.77, -0.71, -0.28, 0.80, -0.04, -0.53, -0.92, 1.31, -0.68, -0.61, -0.41, 0.64, 0.00, 0.75, 0.54, -0.79, 0.16, 0.39, 0.32, 0.52, 0.24, -0.25, 0.22, -0.07, -0.05, 0.27, -0.34, -0.02, -0.02, -0.03, 0.41, -0.08, 0.06, 0.18, 0.18, -0.15, -0.37, 0.13, -0.07, 0.08, 0.21, -0.09, 0.01, -0.01, -0.01, 0.10, -0.35, -0.02, 0.02, -0.03, 0.49, 0.05, -0.04, -0.01, -0.02, -0.05, 0.00, 0.01, -0.03, 0.02, -0.02, -0.29, -0.06, -0.06, 0.13, 0.28, -0.38, 0.08, -0.02, -0.01, 0.34, -0.15, -0.03, -0.03, 0.00, 0.18, -0.33, -0.06, 0.11, -0.05, 0.36, 0.23, 0.00, -0.02, -0.04, -0.22, 0.18, -0.04, 0.00, -0.05, -0.17, -0.14, -0.03, 0.16, -0.03, 0.07, -0.37, 0.01, 0.02, -0.04, 0.33, -0.37, -0.02, 0.00, -0.05, 0.39, -0.34, -0.03, 0.04, -0.02, 0.32],
  "e_homo_ev": -9.05,
  "mol_weight_g_mol": 4739.378,
  "charge": 0,
  "spin_multiplicity": 1,
  "gap_ev": 8.60
}